# C10H13ClSi

2 unconnected molecules or ions with the total composition C10H13ClSi (ωB97M-V/def2-TZVPD, OMol25).

Properties
Energy   -1138.43140 hartree
Kohn-Sham gap (spin up / spin down)   7.0 / 7.0 eV
ΔE to the lowest compared entry with this formula, charge and spin   102.21 kcal per mole

Structure (ORCA input):
```
! RIJCOSX wB97M-V def2-TZVPD def2/J DEFGRID3
* xyz 0 1
Cl 2.44 1.49 0.38
Si 0.52 1.70 1.14
C -0.57 -0.52 -1.49
C -0.82 -1.04 0.86
C -0.36 -1.40 -0.45
C 1.00 -2.71 -2.03
C 0.59 2.20 2.94
C -0.27 -0.92 -2.83
C -0.50 2.87 0.15
C 0.47 -2.53 -0.72
C -1.58 -1.59 1.78
C 0.56 -1.98 -3.10
H -0.71 3.60 0.85
H 0.75 3.36 2.78
H -0.12 2.00 3.67
H -0.58 -0.15 -3.54
H 1.59 1.83 3.34
H -1.75 -1.12 2.74
H 0.20 3.41 -0.50
H 1.82 -3.45 -2.22
H -1.08 0.45 -1.23
H -2.01 -2.59 1.62
H -1.40 2.45 -0.26
H 0.75 -3.20 0.14
H 1.05 -2.15 -4.01
*
```